[1]
Here is a 6-piece molecular cluster, H12O6 overall from OMol25. Energies are from wB97M-V/def2-TZVPD.

Calculated values
charge	0
SMILES string	O.O.O.O.O.O
relative energy (zero: lowest compared OMol25 entry of this formula, charge and spin)	1.5541	eV
multiplicity	1

The geometry in XYZ format:
```
18
Properties=species:S:1:pos:R:3:mulliken_charge:R:1
O -8.34 1.97 3.47 -0.65
H -8.11 1.05 3.35 0.30
H -7.47 2.36 3.62 0.36
O -1.05 -5.53 -3.71 -0.63
H -0.93 -4.71 -4.19 0.32
H -0.69 -6.20 -4.26 0.32
O -5.96 3.02 4.65 -0.69
H -6.20 2.75 5.54 0.34
H -5.07 2.74 4.43 0.33
O 5.55 0.66 -1.04 -0.67
H 4.73 1.11 -0.81 0.37
H 5.59 -0.17 -0.55 0.31
O 2.83 1.15 -0.50 -0.65
H 2.59 1.95 -0.98 0.32
H 2.09 0.58 -0.35 0.31
O 6.90 -1.24 -2.72 -0.65
H 6.14 -0.68 -2.53 0.36
H 7.41 -0.80 -3.40 0.30
```


[2]
Here is one molecule with the formula C12H15NO from OMol25. Energies are from wB97M-V/def2-TZVPD.

Calculated values
charge	0
SMILES string	CC(C)=C1[C@@]2(C#N)C(=O)CCC[C@@]12C
relative energy (zero: lowest compared OMol25 entry of this formula, charge and spin)	4.1498	eV
multiplicity	1

The geometry in XYZ format:
```
29
Properties=species:S:1:pos:R:3:mulliken_charge:R:1
C -0.85 -0.19 -2.66 0.02
C -0.82 0.07 0.09 -1.21
C 0.85 1.14 -1.44 0.24
C -1.35 0.78 1.04 1.31
C 2.24 0.72 -1.02 -0.70
C 2.30 0.01 0.32 -0.66
C 1.40 -1.31 0.25 -0.98
C -0.14 0.07 -1.50 0.60
C -0.01 -1.05 -0.35 1.46
C -1.37 0.02 2.36 -1.14
C -1.82 2.21 0.95 -1.32
C -0.79 -2.30 -0.72 -1.78
N -1.30 -0.18 -3.72 -0.57
O 0.62 2.27 -1.84 -0.61
H 2.61 0.04 -1.75 0.33
H 2.70 1.81 -0.99 0.30
H 3.26 -0.40 0.54 0.42
H 1.92 0.63 1.20 0.27
H 1.95 -2.07 -0.25 0.55
H 1.33 -1.74 1.24 0.34
H -0.81 -0.93 2.15 0.20
H -0.85 0.68 3.13 0.32
H -2.35 -0.20 2.53 0.39
H -1.51 2.67 0.04 0.39
H -2.96 2.14 0.88 0.29
H -1.44 2.85 1.76 0.34
H -0.25 -2.81 -1.56 0.38
H -1.84 -1.97 -0.86 0.40
H -0.74 -2.97 0.17 0.42
```